1.
{
  "formula": "C31H33N2O2PdS2SbSe2",
  "method": "ωB97M-V/def2-TZVPD",
  "symbols": ["Pd", "C", "C", "N", "C", "C", "S", "C", "C", "S", "C", "N", "C", "H", "H", "H", "H", "H", "H", "H", "H", "O", "C", "C", "C", "O", "C", "Se", "C", "Se", "H", "H", "H", "H", "H", "H", "H", "H", "H", "H", "C", "C", "C", "C", "C", "C", "Sb", "C", "C", "C", "C", "C", "C", "C", "C", "C", "C", "C", "C", "H", "H", "H", "H", "H", "H", "H", "H", "H", "H", "H", "H", "H", "H", "H"],
  "xyz": [[1.28566, 0.61077, 0.20393], [0.81702, 0.92692, 3.90084], [0.11416, 1.93921, 3.07938], [-0.10953, 1.75457, 1.81245], [-0.73234, 2.81886, 1.22128], [-0.99691, 3.84721, 2.07972], [-0.45662, 3.46804, 3.66099], [-1.01699, 2.74444, -0.19919], [-1.89701, 3.50961, -0.90716], [-1.90683, 3.05950, -2.55847], [-0.71409, 1.85122, -2.21666], [-0.36565, 1.80142, -0.96227], [-0.20343, 0.95142, -3.27478], [1.41973, 0.30928, 3.22562], [0.11481, 0.28530, 4.43144], [1.46650, 1.39286, 4.63695], [-1.45466, 4.79201, 1.87090], [-2.52243, 4.30319, -0.55568], [0.02369, 1.52267, -4.17467], [-0.96915, 0.21717, -3.53912], [0.68921, 0.41982, -2.93360], [5.89929, -0.37055, -2.60585], [5.95662, 0.72299, -1.71832], [4.57873, 0.79371, -1.02135], [3.49404, 0.93962, -2.12234], [3.04010, -0.29451, -2.60452], [4.55591, 2.01874, -0.10774], [2.97899, 2.17508, 1.05721], [4.42884, -0.51153, -0.21791], [2.63834, -1.31872, -0.19498], [6.75051, -0.50343, -3.03372], [6.15226, 1.65972, -2.25876], [6.74294, 0.58971, -0.96406], [3.89414, 1.55270, -2.93716], [2.59514, 1.45397, -1.71645], [3.79760, -0.77120, -2.97803], [4.59954, 2.93221, -0.70616], [5.41868, 2.00880, 0.56102], [4.72388, -0.34298, 0.82273], [5.09132, -1.27848, -0.62611], [-7.11352, -2.55450, -0.13077], [-6.24049, -2.70555, -1.19570], [-5.03216, -2.02641, -1.20274], [-4.70172, -1.22886, -0.12239], [-5.56803, -1.06183, 0.94287], [-6.77725, -1.73965, 0.93668], [-2.74151, -0.28225, -0.02026], [-3.05009, 0.77939, 1.85132], [-3.79471, 1.94917, 1.80420], [-4.16625, 2.58345, 2.97804], [-3.77496, 2.05212, 4.19724], [-3.02433, 0.88756, 4.23673], [-2.65129, 0.24434, 3.06509], [-1.54496, -1.99853, 0.52611], [-0.39225, -1.81369, 1.27282], [0.30067, -2.92306, 1.73704], [-0.15616, -4.20020, 1.44573], [-1.28520, -4.37351, 0.66104], [-1.98110, -3.27144, 0.19197], [-8.06562, -3.06141, -0.14292], [-6.49607, -3.34100, -2.02928], [-4.36086, -2.11900, -2.04767], [-5.31380, -0.42357, 1.77682], [-7.45272, -1.61745, 1.77010], [-4.10560, 2.35606, 0.85023], [-4.76821, 3.47931, 2.94047], [-4.06827, 2.53393, 5.11789], [-2.73495, 0.46906, 5.18967], [-2.07028, -0.66842, 3.10571], [-0.04939, -0.79968, 1.52026], [1.18861, -2.79411, 2.33996], [0.36958, -5.06395, 1.82273], [-1.63378, -5.36709, 0.41933], [-2.86568, -3.41200, -0.41287]],
  "mulliken_charge": [0.8143, -0.9737, -0.0495, 1.4885, -1.1208, -0.3817, -0.1451, -0.1260, -0.5885, -0.1572, 0.2577, 1.0514, -0.9848, 0.0082, 0.2320, 0.5071, 0.5120, 0.5222, 0.4467, 0.3164, -0.0646, -0.5410, -1.2695, 1.6031, -1.1626, -0.4247, -1.4658, -0.0639, -1.2319, 0.1406, 0.3728, 0.4830, 0.4513, 0.4538, 0.5011, 0.4101, 0.5097, 0.6098, 0.5440, 0.5350, -0.5742, -0.5483, -0.6380, 0.5162, -0.2571, -0.6908, 0.9269, -0.3378, -0.5041, -0.7955, -0.6497, -0.6760, -0.2826, 0.2319, 0.0948, -0.8739, -0.7622, -0.5807, -0.4751, 0.3974, 0.4182, 0.4209, 0.3678, 0.4199, 0.5216, 0.4870, 0.4380, 0.4723, 0.7292, 0.3016, 0.6095, 0.4286, 0.4490, 0.3953],
  "total_charge": 2,
  "spin_multiplicity": 1,
  "e_lumo_ev": [-9.55, -9.59]
}

---

2.
{
  "formula": "C31H33N7O2PtS2",
  "method": "ωB97M-V/def2-TZVPD",
  "symbols": ["Pt", "N", "C", "C", "C", "C", "C", "C", "S", "O", "O", "N", "C", "N", "C", "C", "C", "N", "H", "H", "H", "H", "H", "H", "H", "H", "H", "C", "C", "C", "C", "C", "C", "C", "C", "N", "C", "C", "C", "C", "N", "C", "C", "C", "C", "C", "C", "C", "C", "H", "H", "H", "H", "H", "H", "H", "H", "H", "H", "H", "H", "H", "H", "H", "H", "H", "H", "H", "H", "H", "H", "H", "H", "S", "C", "N"],
  "xyz": [[0.07393, 0.12145, -0.09110], [4.68722, -2.31812, 5.63575], [3.58759, -1.76502, 5.01870], [2.29297, -2.12969, 5.40929], [1.19055, -1.52284, 4.84427], [1.36997, -0.55240, 3.86932], [2.64518, -0.18097, 3.46614], [3.74660, -0.78358, 4.03462], [-0.00540, 0.26319, 3.12181], [-1.11538, 0.27236, 4.02939], [0.47728, 1.51781, 2.60209], [-0.39745, -0.58617, 1.75839], [-0.81238, -1.88369, 1.77389], [-0.89467, -2.55777, 2.92765], [-1.34475, -3.80158, 2.87150], [-1.71431, -4.42200, 1.69056], [-1.56105, -3.65897, 0.54260], [-1.13003, -2.41060, 0.56725], [4.56298, -3.16676, 6.15672], [5.58070, -2.21146, 5.19128], [2.16821, -2.89589, 6.16584], [0.18706, -1.78574, 5.14311], [2.75605, 0.58521, 2.71031], [4.74494, -0.50546, 3.71926], [-1.39355, -4.32539, 3.82156], [-2.09656, -5.43118, 1.66523], [-1.79198, -4.06576, -0.43765], [3.13441, 1.20233, -2.09592], [2.47540, 0.13832, -2.92887], [3.22283, -0.66055, -3.78240], [2.61904, -1.64106, -4.55050], [1.25323, -1.85233, -4.44985], [0.46984, -1.07855, -3.60599], [-0.99529, -1.38753, -3.42751], [1.09436, -0.05990, -2.86869], [0.31828, 0.73422, -1.98423], [-0.62313, 1.52270, -2.43142], [-0.67191, 1.99416, -3.84651], [-1.55879, 1.96030, -1.44850], [-2.63943, 2.94446, -1.76051], [-1.43607, 1.39479, -0.27155], [-2.11137, 1.97310, 0.84490], [-1.62451, 3.18227, 1.36152], [-0.36397, 3.80117, 0.82293], [-2.31129, 3.76449, 2.41453], [-3.43698, 3.16152, 2.95153], [-3.89106, 1.95938, 2.44107], [-3.23631, 1.34629, 1.38177], [-3.73972, 0.04741, 0.81581], [4.19320, 0.98090, -1.97664], [2.67791, 1.26732, -1.10819], [3.03787, 2.18076, -2.57458], [4.29507, -0.51716, -3.83235], [3.21526, -2.25512, -5.21272], [0.78715, -2.65042, -5.01482], [-1.19443, -2.41822, -3.71598], [-1.62823, -0.74057, -4.04184], [-1.28951, -1.26168, -2.38319], [0.10298, 1.51721, -4.44086], [-0.52906, 3.07615, -3.88367], [-1.64767, 1.78109, -4.28700], [-3.23546, 2.58567, -2.60180], [-2.22316, 3.91387, -2.04296], [-3.28776, 3.08636, -0.90042], [0.40669, 3.03621, 0.71316], [0.00738, 4.55729, 1.51167], [-0.52167, 4.27463, -0.15040], [-1.94971, 4.69900, 2.82526], [-3.96006, 3.63050, 3.77495], [-4.76699, 1.48555, 2.86545], [-4.76362, -0.13911, 1.13495], [-3.11883, -0.77510, 1.16996], [-3.70278, 0.04110, -0.27496], [3.38438, -2.98977, 0.87534], [2.40374, -1.82881, 0.39796], [1.69457, -0.98358, -0.00934]],
  "mulliken_charge": [0.2639, -0.5208, 1.2044, -0.8219, -0.2628, -0.4913, -0.4428, -0.8582, 1.5558, -0.7433, -0.7618, -0.7802, 0.1808, -0.3786, -0.1673, -0.9885, -0.1223, -0.0506, 0.1973, 0.2008, 0.2710, 0.5280, 0.4198, 0.2411, 0.4475, 0.3864, 0.4456, -1.2660, 0.8713, -0.9500, -0.8163, -0.9903, 1.9174, -1.2629, -1.0541, 0.4702, 1.3323, -2.0101, 1.2049, -2.0551, 0.9177, -1.1016, 1.7218, -1.2843, -1.0857, -0.9306, -1.0004, 1.2971, -1.1976, 0.4691, 0.1203, 0.2814, 0.4338, 0.4231, 0.4493, 0.4943, 0.2489, 0.0365, 0.3819, 0.4420, 0.4229, 0.4420, 0.3841, 0.4081, 0.0995, 0.5229, 0.2118, 0.4419, 0.4028, 0.4367, 0.4932, 0.1167, 0.1941, -0.4316, 0.5643, -0.1693],
  "total_charge": 0,
  "spin_multiplicity": 1,
  "e_lumo_ev": -1.57
}

---

3.
{
  "formula": "C31H34BN11O2S3Ti",
  "method": "ωB97M-V/def2-TZVPD",
  "symbols": ["Ti", "C", "C", "N", "N", "C", "B", "N", "C", "C", "C", "N", "N", "C", "C", "C", "N", "N", "C", "C", "C", "N", "H", "H", "H", "H", "H", "H", "H", "H", "H", "H", "H", "H", "S", "C", "C", "C", "C", "C", "N", "H", "H", "H", "H", "O", "C", "C", "C", "C", "C", "C", "C", "O", "N", "N", "C", "S", "C", "C", "S", "H", "H", "H", "H", "H", "H", "H", "H", "H", "C", "C", "C", "C", "H", "H", "H", "H", "H", "H", "H", "H", "H"],
  "xyz": [[0.43639, 0.68778, -0.66909], [-0.66191, -3.26791, -2.11387], [-0.91808, -2.09082, -1.37360], [0.21189, -1.38138, -1.29216], [1.16343, -2.07582, -1.94191], [0.68192, -3.17926, -2.47860], [2.53532, -1.36610, -2.23049], [2.22860, -0.22513, -3.15324], [2.52099, 0.04374, -4.42693], [1.69875, 1.09064, -4.86461], [0.88380, 1.35987, -3.77632], [1.24743, 0.59354, -2.72763], [3.04872, -0.82970, -0.85811], [4.29366, -0.89171, -0.35583], [4.29510, -0.37874, 0.93396], [2.99267, 0.08913, 1.13213], [2.26550, -0.15801, 0.03406], [3.55641, -2.35302, -2.71343], [3.86803, -3.51573, -2.08171], [4.90287, -4.09511, -2.73006], [5.19969, -3.21445, -3.77462], [4.43471, -2.15160, -3.74650], [-1.36838, -4.06475, -2.36745], [-1.83315, -1.77351, -0.92584], [1.24987, -3.78296, -3.12103], [3.33931, -0.50988, -4.89105], [1.65027, 1.63190, -5.80457], [0.04170, 2.04308, -3.62873], [5.11092, -1.23941, -0.97407], [5.10857, -0.37775, 1.64630], [2.64700, 0.56861, 2.05710], [3.33457, -3.85063, -1.19336], [5.29957, -5.08919, -2.49105], [5.92952, -3.35559, -4.54054], [1.90930, 2.63440, -0.93673], [1.70323, 2.70765, 0.76312], [2.41194, 3.43665, 1.75207], [2.15511, 3.27005, 3.08900], [1.11459, 2.36741, 3.41473], [0.42136, 1.65979, 2.43556], [0.71857, 1.82285, 1.10566], [3.20676, 4.04802, 1.44793], [2.80411, 3.71473, 3.84022], [0.86292, 2.22276, 4.45144], [-0.31479, 0.87231, 2.67000], [-5.11923, 1.22983, -0.82836], [-4.88364, 0.26802, 0.04461], [-5.99179, -0.36568, 0.67225], [-5.80501, -1.31111, 1.65820], [-4.52345, -1.68304, 2.00698], [-3.44966, -1.09461, 1.36895], [-3.57031, -0.07626, 0.44469], [-2.37285, 0.51655, -0.11477], [-1.20099, 0.07661, 0.28682], [-2.51674, 1.40764, -1.01152], [-1.28553, 2.03311, -1.31687], [-1.58106, 3.22749, -1.84188], [-3.21150, 3.77139, -2.03287], [-2.84992, 5.25383, -2.95218], [-1.55862, 5.79181, -2.43781], [-0.35615, 4.42279, -2.30611], [-4.29404, 1.46699, -1.29799], [-6.99074, -0.07864, 0.35249], [-6.63446, -1.74074, 2.14280], [-4.44452, -2.44724, 2.77699], [-2.44599, -1.41665, 1.67231], [-3.61678, 6.02578, -2.89895], [-2.75877, 5.00003, -4.01714], [-1.61921, 6.08947, -1.37753], [-1.03799, 6.53892, -3.04836], [-1.78348, -0.83190, 5.24257], [-0.86456, -1.96928, 4.96513], [-1.59643, -3.17411, 4.40881], [0.29224, -1.51878, 4.12114], [-2.40845, -0.98280, 6.12164], [-1.24676, 0.10507, 5.39431], [-2.52074, -0.71536, 4.45869], [-0.40210, -2.18839, 5.94344], [-0.98698, -4.07693, 4.36546], [-2.01520, -3.00457, 3.40895], [-2.41823, -3.38821, 5.09738], [0.87186, -2.21304, 3.52476], [0.80912, -0.59473, 4.41276]],
  "mulliken_spin": [0.0282, -0.0006, -0.0051, 0.0225, -0.0057, 0.0003, -0.0023, -0.0007, -0.0001, 0.0000, 0.0000, 0.0009, -0.0016, -0.0011, 0.0057, 0.0055, -0.0009, 0.0001, 0.0000, 0.0001, 0.0000, 0.0000, 0.0000, -0.0003, 0.0000, 0.0000, 0.0000, 0.0000, 0.0001, 0.0002, -0.0095, 0.0000, 0.0000, 0.0000, -0.0002, 0.0000, 0.0010, -0.0010, 0.0150, 0.0137, -0.0003, 0.0001, -0.0001, 0.0025, -0.0145, 0.0001, -0.0005, 0.0002, -0.0010, 0.0034, -0.0687, 0.0039, -0.0016, -0.0215, 0.0003, 0.0016, 0.0000, 0.0000, 0.0000, 0.0000, 0.0001, -0.0001, 0.0000, -0.0002, 0.0016, 0.0359, 0.0000, 0.0000, 0.0000, 0.0000, 0.0562, 0.0398, 0.0367, 0.8145, -0.0023, -0.0128, -0.0097, 0.0691, -0.0028, -0.0083, 0.0005, -0.0395, 0.0534],
  "total_charge": 1,
  "spin_multiplicity": 2,
  "e_lumo_ev": [-4.10, -4.10]
}

---

ΔE to the lowest compared entry with this formula, charge and spin, record by record: 207.6 0.0 138.9 kJ/mol